A cluster of 2 separate species, C20H30BFN3O6 in total, computed with ωB97M-V with the def2-TZVPD basis set.

Geometry as XYZ:
```
61
Properties=species:S:1:pos:R:3:forces:R:3
C 4.2847 -1.1294 0.9998 0.4899 1.3353 -0.0244
C 5.0392 -0.3969 -0.2940 -0.4588 -0.6219 -2.4180
C 6.2456 0.6866 0.0579 -0.2818 -1.4626 0.1677
C 4.6920 -0.7052 -1.7174 0.0901 0.6524 2.5229
C 3.1573 -0.6022 -2.3469 1.2870 -0.9729 0.2273
C 2.5318 -2.0619 -2.7909 -0.5925 -0.2657 0.1109
C 1.1902 -2.3754 -1.8974 0.3277 -0.5415 0.7396
C 1.6636 -3.1847 -0.5261 0.1758 0.1339 -0.4246
C 0.0631 -3.2960 -2.6541 -0.5902 0.0148 -0.6906
C -1.4963 -2.7498 -2.4467 0.1158 -0.0208 0.1288
C -1.7932 -2.2702 -0.8772 -0.5621 0.5862 2.9102
N -1.5223 -3.2488 0.2023 -1.7634 4.7940 -2.0406
N -1.7733 -2.8794 1.4797 -1.3096 3.6067 0.7055
O -1.5288 -3.8791 2.3944 1.6086 -3.5169 -2.0254
C -0.9399 -5.0497 1.6636 6.8281 -5.0459 -0.8781
N -0.0691 -5.9742 1.3132 -8.3042 8.4215 3.2219
C -2.2595 -1.6171 2.1238 -0.4724 1.6277 -2.1938
F -2.4303 -1.4733 3.6054 0.8809 -1.1546 -5.9023
C -2.6290 -0.3670 1.0753 1.9073 -5.2264 -1.4584
C -2.3794 -0.8005 -0.4842 0.3904 -0.6937 2.1814
C -2.6662 0.2496 -1.7220 0.6544 -1.5988 0.3578
B -3.5885 1.5475 -1.3437 -1.1886 2.7196 -0.3313
O -3.2988 2.8158 -2.1010 1.3766 -2.2665 3.1434
O -4.7031 1.6116 -0.3812 3.6055 0.0517 -0.3211
H 4.5138 -2.2992 1.0195 -0.6183 2.6744 -0.3062
H 3.1357 -0.8962 1.0274 2.1247 -0.6772 -0.0379
H 4.7805 -0.6697 1.9744 -1.2007 -0.9761 -2.0097
H 7.1558 0.5157 -0.6725 -1.8538 0.5960 1.4463
H 6.5809 0.5120 1.1688 -0.4561 0.4006 -2.2140
H 5.8044 1.7849 -0.0226 0.9402 -2.4514 -0.0334
H 5.5375 -1.0323 -2.4701 -1.5611 1.7896 1.3597
H 3.2376 0.0405 -3.3213 0.0325 -1.0527 1.9651
H 2.5052 -0.0097 -1.5769 1.0761 -1.3158 -1.4425
H 3.3190 -2.9234 -2.5866 -1.6291 1.8445 -0.5200
H 2.2564 -2.0895 -3.9406 0.5821 0.1843 2.3228
H 0.7442 -1.3216 -1.5595 0.6933 -2.2467 -0.8777
H 1.4559 -4.3414 -0.6619 0.3108 2.4497 0.4549
H 2.8325 -3.0672 -0.3988 -2.5605 -0.0572 0.0008
H 1.0753 -2.7464 0.4026 1.4308 -1.1191 -1.7288
H 0.2702 -3.2816 -3.8290 -0.6234 -0.0050 2.5444
H 0.0514 -4.4201 -2.3293 0.3723 2.2091 -0.4561
H -1.6290 -1.8720 -3.2088 0.0628 -1.3739 1.9573
H -2.3040 -3.5727 -2.7545 1.8279 1.7146 0.9374
H -3.0178 0.6631 1.4687 0.9111 -2.2869 -0.8274
H -1.6245 0.6449 -2.1320 -2.0765 -0.9596 0.8872
H -3.1498 -0.4084 -2.5931 0.9583 1.5590 1.8571
H -2.4327 3.1707 -1.6941 -1.7104 -0.6623 -1.2814
H -4.3478 2.1753 0.3829 -0.9885 -0.6587 -1.6377
C -2.4943 6.1363 3.7269 0.3613 0.1207 0.1456
C -2.5225 5.2807 2.4769 -0.5640 1.2328 0.9179
C -3.3862 4.0617 2.5988 -1.1290 0.2920 0.4982
O -2.7919 3.1749 1.6681 0.7627 -0.4655 -0.5334
C -1.4739 3.5300 1.5832 2.3050 -0.4342 -0.7160
O -0.6162 2.8731 1.0203 -2.0385 1.0587 0.9794
O -1.2461 4.7198 2.2181 0.0418 -1.6698 -0.9149
H -1.7452 6.9296 3.6292 -0.2394 -0.0804 -0.0743
H -3.4704 6.5949 3.9130 0.1362 -0.0774 -0.1090
H -2.2110 5.5464 4.6054 -0.1081 -0.0236 -0.1732
H -2.8039 5.8905 1.6098 -0.0405 -0.1407 0.0342
H -4.4282 4.2595 2.3341 0.1737 -0.1490 -0.0778
H -3.3507 3.5967 3.5906 0.0799 0.2017 -0.0456
```
Forces are in eV/Å.

Calculated values
calculated total energy = -1519.6733 Eh
HOMO level = -9.58 eV
charge = +1

The ion C7H9BNO2 with charge +1, computed with ωB97M-V with the def2-TZVPD basis set.

Geometry as XYZ:
```
20
Properties=species:S:1:pos:R:3:forces:R:3
B -1.4680 -0.7337 -0.9436 -0.1630 2.0505 -1.4478
C 2.1137 2.4938 0.5818 2.3327 -1.4234 0.5625
C 1.3750 3.1219 -0.3904 -1.8103 -0.3421 -0.5236
C 1.8523 1.1335 0.8961 1.4970 -0.0431 1.6623
C 0.2531 2.5643 -1.0301 2.1194 -2.6012 2.7666
C 0.7231 0.6821 0.2962 0.2450 -1.5403 0.4161
C -0.0906 1.1984 -0.6556 2.8122 4.2594 0.6940
C -1.2179 -1.3183 0.4435 0.5842 1.4084 -0.6342
N -1.1935 -2.7530 0.6603 -1.2052 -0.4358 2.3238
O -1.0740 0.6756 -1.2426 -3.8460 -4.4861 -1.0664
O -2.0628 -1.3339 -2.0289 0.5518 -1.0541 2.7103
H 3.1420 2.8345 0.9574 -1.9312 0.0441 -0.6173
H 1.6040 4.1064 -0.6385 0.5764 1.5414 -0.4750
H 2.6547 0.6068 1.5927 -2.2848 0.7935 -1.6462
H -0.3195 2.9960 -1.7845 -0.8178 0.9534 -1.0086
H -1.3400 -0.7799 1.3688 -0.0894 0.1730 -0.0143
H -0.5144 -2.9806 1.3822 1.3093 -0.3219 -0.7209
H -1.1585 -3.2959 -0.1886 0.3969 -0.4470 -0.2807
H -1.9915 -3.1031 1.2510 -0.2575 0.5237 -1.2435
H -2.1052 -0.7537 -2.7605 -0.0196 0.9476 -1.4571
```
Forces are in eV/Å.

Calculated values
calculated total energy = -501.8968 Eh
HOMO level (alpha / beta) = -12.16 / -12.12 eV
charge = +1
ΔE to the lowest compared entry with this formula, charge and spin = 86.67 kcal/mol

A structure of composition C14H19CeCl2N2O3S, computed with ωB97M-V with the def2-TZVPD basis set.

Geometry as XYZ:
```
42
Properties=species:S:1:pos:R:3:forces:R:3
Ce 0.0569 0.0015 -0.6899 0.2565 -0.0315 1.0723
C -1.9549 -3.7629 2.9118 -0.0193 -0.0568 0.0062
N -1.8798 -3.2053 1.5459 -0.0958 -0.2252 -0.0553
C -2.4101 -4.0766 0.4751 -0.0144 -0.0581 0.0254
C -1.3120 -2.0805 1.2823 -0.0131 0.1559 -0.1059
O -1.1776 -1.6354 0.0673 0.3257 -0.0275 0.3265
C -0.7452 -1.2193 2.4017 0.1363 0.1298 0.0005
O -0.1945 -0.0023 1.8528 -0.3818 0.0054 -0.4236
C -0.6853 1.2451 2.3896 0.1377 -0.1373 -0.0055
C -1.3460 2.0579 1.2832 -0.0129 -0.1642 -0.1067
O -1.2319 1.5955 0.0719 0.3224 0.0701 0.3281
N -1.9610 3.1578 1.5442 -0.1084 0.2202 -0.0523
C -2.0251 3.7532 2.8934 -0.0436 0.0510 -0.0015
C -2.5865 3.9699 0.4782 -0.0081 0.0612 0.0253
H -2.9097 -4.2687 3.0224 -0.0269 0.0142 -0.0233
H -1.1542 -4.4883 3.0526 0.0139 -0.0029 -0.0455
H -1.8857 -2.9921 3.6722 0.0008 0.0247 -0.0202
H -3.3737 -4.4600 0.8003 -0.0067 0.0156 0.0148
H -2.5307 -3.5213 -0.4463 0.0268 0.0544 0.0027
H -1.7277 -4.9118 0.3225 0.0248 0.0057 0.0367
H -1.5229 -0.9896 3.1277 -0.0185 0.0495 0.0369
H 0.0578 -1.7531 2.9093 0.0393 -0.0225 0.0627
H -1.3836 1.0594 3.2020 -0.0175 -0.0534 0.0435
H 0.1693 1.7929 2.7867 0.0422 0.0300 0.0616
H -1.6628 3.0782 3.6604 0.0179 -0.0186 -0.0154
H -1.4242 4.6615 2.9056 0.0101 0.0064 -0.0435
H -3.0586 4.0127 3.1095 -0.0246 -0.0244 -0.0217
H -2.7197 3.3848 -0.4227 0.0242 -0.0552 0.0050
H -3.5530 4.3109 0.8410 -0.0020 -0.0125 0.0174
H -1.9581 4.8356 0.2737 0.0266 -0.0048 0.0304
Cl 0.4360 -0.0069 -3.3052 0.2898 0.0002 -0.8015
C 2.2257 -0.0007 -3.5213 0.2369 -0.0006 -0.1320
C 2.6247 -0.0034 -4.8312 -0.1660 -0.0020 -0.0415
C 3.9941 -0.0014 -5.0968 0.0957 0.0013 0.0542
C 4.9083 0.0026 -4.0617 -0.0300 -0.0006 -0.1246
C 4.4748 0.0053 -2.7401 -0.0594 0.0000 0.0555
Cl 5.6446 0.0106 -1.4933 -0.0344 0.0007 -0.0063
C 3.0998 0.0039 -2.4278 0.2087 0.0022 0.1473
S 2.6593 0.0082 -0.7206 -1.1664 -0.0009 -0.3640
H 1.8975 -0.0075 -5.6329 0.0546 0.0003 -0.0037
H 4.3371 -0.0034 -6.1232 -0.0198 -0.0002 0.0201
H 5.9709 0.0037 -4.2660 -0.0212 0.0003 0.0212
```
Forces are in eV/Å.

Calculated values
calculated total energy = -2672.8442 Eh
HOMO level (alpha / beta) = -17.16 / -17.16 eV
charge = +3

A cluster of 2 separate species, H2N2O3 in total, computed with ωB97M-V with the def2-TZVPD basis set.

Geometry as XYZ:
```
7
Properties=species:S:1:pos:R:3:forces:R:3
N 1.0163 0.0811 -0.1949 4.2584 -2.7207 2.8632
N -1.3678 -0.1448 0.2302 -0.4753 -1.9121 1.5270
O -1.0324 -0.4232 -0.8447 -1.8590 -0.5767 -3.2630
O -2.3382 0.1719 0.7873 -1.9521 1.0832 0.3630
O 0.4963 0.4605 0.9334 2.6400 1.3282 -1.2368
H 1.5456 0.6263 -0.8651 -0.7445 1.6164 0.0975
H 1.6802 -0.7718 -0.0463 -1.8675 1.1817 -0.3508
```
Forces are in eV/Å.

Calculated values
calculated total energy = -336.1535 Eh
HOMO level (alpha / beta) = -8.10 / -10.49 eV
expectation value of S² = 2.0081
multiplicity = 3
ΔE to the lowest compared entry with this formula, charge and spin = 15.60 kcal/mol